Formula: C44H38As2CuNO3S
Source: the Open Molecules 2025 dataset
Level of theory: wB97M-V/def2-TZVPD

Electronic energy: -8490.17247 a.u.

Each line ends with the natural charge from an NBO analysis.
CARTESIAN COORDINATES (ANGSTROEM)
H -4.866 -1.151 -1.861  0.207
H -0.119 -5.628 0.661  0.216
C -6.640 -1.423 1.055  -0.211
C -1.545 -5.227 -2.903  -0.203
H -1.388 -7.463 -0.368  0.212
H -1.703 2.578 6.172  0.225
H -2.928 -2.615 1.632  0.231
H -0.511 -1.959 2.000  0.237
Cu -0.117 0.072 0.605  0.842
H 2.016 -1.863 2.164  0.227
H -4.622 4.990 4.167  0.219
H -1.867 2.545 -0.693  0.196
H -1.946 -5.109 -3.902  0.213
C -5.327 -1.549 0.626  -0.216
O 3.557 1.625 0.204  -0.679
C 2.450 -2.818 1.890  -0.215
C -1.753 -6.403 -2.201  -0.214
C -4.906 0.730 1.262  -0.143
C -2.388 2.815 2.851  -0.239
H -6.560 1.791 2.120  0.214
H 1.942 5.444 3.067  0.216
C -7.088 -0.221 1.590  -0.202
C 2.110 1.603 3.416  -0.195
H 4.135 -6.113 0.802  0.210
C 3.660 -5.192 1.116  -0.232
As 0.506 -2.716 -0.235  0.895
C -0.820 -4.190 -2.323  -0.258
C -3.819 4.265 4.130  -0.198
C 3.514 -3.327 2.620  -0.196
C 1.967 -3.507 0.780  -0.344
H -4.988 -2.492 0.216  0.219
H 4.092 4.263 2.778  0.221
H -1.291 4.925 -1.143  0.219
H -7.314 -2.266 0.974  0.216
C -4.452 -0.467 0.723  -0.346
C 0.815 4.596 -0.790  -0.169
H -4.229 1.569 1.358  0.202
O 1.915 0.120 0.458  -0.847
C -0.518 4.217 -0.878  -0.251
C 2.590 -4.687 0.387  -0.161
H -2.848 -1.162 -5.627  0.214
H 3.882 -2.785 3.482  0.209
H 4.950 -4.912 2.806  0.211
C -1.778 2.422 4.034  -0.188
H -0.667 -3.274 -2.877  0.222
H -0.629 -0.453 -2.041  0.235
C -2.737 -0.827 -1.761  -0.348
H -4.927 -1.379 -4.294  0.212
C 1.353 2.344 -0.212  0.107
C -1.233 -6.543 -0.919  -0.218
H -3.537 4.249 6.257  0.221
C -2.184 2.915 5.262  -0.217
C -3.413 3.747 2.905  -0.205
H -3.895 4.072 1.991  0.218
H -2.317 -7.211 -2.648  0.212
H -2.535 -3.145 -0.001  0.228
C 1.988 4.368 3.167  -0.226
H -0.704 -0.683 -4.472  0.217
C -3.210 3.852 5.306  -0.210
H 4.186 1.799 2.957  0.239
H 2.149 0.523 3.484  0.233
O -0.766 0.417 2.720  -1.034
C -1.581 -0.675 -2.521  -0.225
C -0.816 -2.708 1.263  -0.715
C 0.827 3.657 3.447  -0.163
H -8.112 -0.127 1.927  0.215
As -2.591 -0.593 0.187  0.844
C -1.617 -0.800 -3.903  -0.207
H -2.057 2.384 1.912  0.250
C 4.117 -4.518 2.238  -0.217
C -3.982 -1.189 -3.802  -0.231
H 2.244 -5.219 -0.490  0.206
C 3.194 3.704 3.008  -0.186
H 1.106 5.621 -0.984  0.217
H 2.819 3.869 -0.380  0.253
S -0.479 1.216 3.959  1.293
C -2.818 -1.066 -4.549  -0.211
C 0.899 2.274 3.566  -0.303
C -2.242 -2.457 0.797  -0.711
C -3.942 -1.064 -2.419  -0.157
C 1.765 3.646 -0.460  -0.215
H -0.746 -3.681 1.756  0.224
C -0.517 -5.506 -0.340  -0.247
H -0.110 4.180 3.564  0.216
N 0.067 1.981 -0.292  -0.528
C 2.386 1.267 0.178  0.752
C -0.303 -4.316 -1.037  -0.239
C 3.257 2.322 3.127  -0.166
C -6.220 0.855 1.695  -0.229
C -0.842 2.897 -0.624  0.029